{
  "formula": "C6H17N2PS",
  "method": "wB97M-V/def2-TZVPD",
  "orbital_gap_ha": 0.33829,
  "spin_multiplicity": 1,
  "homo_ev": -8.48,
  "smiles": "CCP(S)CC.C/N=N/C",
  "energy_ha": -1087.74432,
  "elements": ["C", "H", "N", "H", "H", "H", "P", "C", "H", "H", "H", "H", "H", "C", "H", "H", "C", "H", "S", "C", "H", "H", "H", "C", "N", "H", "H"],
  "coordinates": [[1.324279, -0.272794, -1.761960], [0.000193, -2.537171, 3.275511], [-0.589523, -0.348439, 2.768816], [-0.195638, 1.458775, 3.539629], [-1.127504, 1.264803, -3.012902], [1.125130, 0.130589, -2.705381], [0.373273, 0.413657, -0.354137], [-1.022526, 0.999505, 2.971281], [1.609999, -2.192696, -2.922875], [1.114446, -2.173579, 1.986348], [-2.031850, 1.177453, 3.264950], [2.380960, -0.221926, -1.656603], [0.161516, -2.148640, -2.123958], [0.858894, -2.027384, 2.977724], [1.612701, -2.380299, 3.565955], [-0.906744, 1.495406, 2.021079], [-1.507372, 1.700875, -2.127351], [-2.021568, 2.596760, -2.393364], [-1.268885, -0.918016, -0.217074], [1.131238, -1.782634, -2.036829], [0.435918, 2.471174, -1.605162], [1.471929, -2.515592, -1.303827], [-1.197896, -0.938615, 1.132872], [-0.495913, 1.924314, -1.083832], [0.635610, -0.556833, 3.011208], [-2.312143, 1.023979, -1.787942], [-0.537903, 2.475791, -0.195615]],
  "forces_ev_per_angstrom": [[-0.277, -2.739, -0.177], [-1.667, -0.767, 0.055], [1.491, -1.430, 1.414], [-0.916, 0.327, 0.471], [0.762, -0.402, -0.871], [-0.626, 1.361, -1.309], [-0.263, 0.278, -0.019], [2.731, 1.218, -0.788], [0.420, 0.752, -0.464], [0.445, -1.023, -2.185], [-0.531, -0.497, 0.666], [0.949, 0.781, 0.670], [-2.193, 0.176, -0.359], [-0.973, 2.369, -0.820], [2.439, -0.179, 1.736], [-0.220, 0.275, -0.768], [-2.277, -0.346, 0.991], [-0.269, 0.876, -0.345], [-0.024, -0.006, -0.076], [1.100, -1.142, 0.392], [-1.660, -1.012, 0.996], [0.520, 0.612, 0.772], [-0.129, -0.207, -0.064], [5.104, -0.562, -1.734], [-2.686, -0.156, 0.764], [0.333, 0.181, 0.022], [-1.582, 1.261, 1.029]]
}


{
  "formula": "C23H57N3O2",
  "method": "wB97M-V/def2-TZVPD",
  "orbital_gap_ha": 0.32297,
  "spin_multiplicity": 1,
  "homo_ev": -7.98,
  "smiles": "CCN(CC)CC.CCN(CC)CC.CCN(CC)CC.C1CCOC1.CO",
  "energy_ha": -1224.96429,
  "elements": ["H", "C", "H", "C", "H", "H", "H", "C", "H", "H", "H", "H", "H", "C", "C", "C", "H", "N", "H", "H", "H", "H", "H", "H", "H", "H", "N", "C", "H", "H", "H", "H", "H", "H", "H", "H", "C", "H", "H", "O", "H", "C", "C", "N", "C", "H", "O", "H", "C", "C", "H", "H", "H", "C", "H", "C", "H", "C", "H", "H", "H", "H", "H", "H", "H", "C", "H", "H", "C", "H", "H", "H", "H", "C", "C", "H", "H", "H", "H", "C", "C", "H", "H", "C", "H"],
  "coordinates": [[-1.479846, -2.276436, 0.963149], [0.140838, -0.847511, -4.135245], [5.068641, 3.013982, 2.521096], [-1.961670, -1.401148, 1.398829], [3.773197, 4.997819, 2.703680], [0.442821, -0.298268, -1.930327], [4.287772, -0.334274, 1.098791], [-0.906526, -0.303832, 1.901957], [2.029027, 2.237265, 0.485113], [-3.469656, 0.076678, 2.747300], [3.591767, 2.588778, 3.475103], [-1.848436, -0.075914, -1.639306], [-5.203212, -0.425290, 4.471157], [2.276502, 1.615540, 1.345520], [4.323953, 0.492572, 1.808105], [-3.933751, 1.417517, -2.177663], [-3.458147, 1.305743, -3.152042], [3.688901, 1.796767, 1.531991], [4.124756, -1.782327, -3.043874], [-2.655597, -0.947555, 0.691134], [0.155672, -1.998782, -2.377255], [2.581434, -1.504413, -2.090256], [-4.654925, 2.232718, -2.118821], [-5.495170, 0.990353, -0.203361], [-4.829834, -0.568129, 0.314493], [-1.073915, -4.240559, 1.892842], [-2.645913, -1.878181, 2.635999], [3.319057, -1.096693, -2.781458], [-3.712017, -0.728291, -2.099537], [2.967674, 2.070468, -2.936026], [-0.081523, -0.708747, 2.488056], [3.823842, 4.382243, 0.960661], [1.423438, 2.031979, -2.052886], [3.914596, 0.099591, 2.738750], [2.417271, 4.229704, 1.934449], [-1.293190, -3.701063, 3.514812], [1.893531, 2.238341, -3.014411], [-3.371231, -3.592941, 1.416983], [-4.322511, -1.890785, 4.787434], [-1.394196, -0.490935, -0.902407], [2.463300, -1.324827, -4.775638], [-0.028334, -0.136855, -0.960765], [-4.680237, 0.281779, -0.351379], [1.275458, -0.053422, -3.605833], [-4.208518, -0.868733, 4.426164], [-0.000550, 1.600247, -3.754289], [-2.925476, 1.578837, -1.213675], [-0.708504, -2.729628, -3.735914], [-4.465181, 0.016692, -1.842976], [2.603736, -0.549934, -4.022029], [1.051716, -2.839061, -3.662917], [-4.575056, -1.195307, 2.309034], [-2.109150, -5.178038, 2.943459], [1.671028, 0.151016, 1.001691], [6.257324, 1.188803, 1.242298], [-3.033145, -3.306106, 2.412737], [1.647818, 3.245359, -3.351495], [0.197737, -2.196595, -3.448328], [-0.532350, 0.210147, 1.016567], [-3.767139, -3.554068, 3.179471], [0.660738, 0.339127, 0.638334], [-5.348886, -0.186135, -2.447968], [6.075878, 1.019227, 3.058529], [-0.837567, -0.371552, -4.069709], [-1.355179, 0.445571, 2.554020], [-3.403268, 0.964492, 0.018776], [0.515875, -0.704878, -0.206253], [1.233979, 1.588819, -4.976931], [5.817633, 0.634935, 2.071751], [-3.461315, 1.705335, 0.816201], [6.167320, -0.388631, 1.937119], [0.234012, -1.162635, -5.174529], [-3.524484, -0.343047, 5.092387], [-1.823391, -4.159653, 2.680136], [3.989353, 2.863314, 2.498045], [3.769153, -0.341871, -2.136667], [1.718354, 2.052093, 2.173761], [-2.804253, 0.204429, 0.520368], [0.010751, 0.923826, -0.712724], [3.505780, 4.218320, 1.990261], [1.046296, 1.352267, -3.929601], [3.241478, 0.223076, -4.450814], [1.592880, -0.522560, 1.855089], [-3.752513, -0.949757, 2.980769], [2.143470, -0.470407, 0.240941]],
  "forces_ev_per_angstrom": [[0.185, 0.381, -0.204], [1.817, -1.603, -0.236], [0.092, -0.579, 0.437], [1.037, 0.497, 3.144], [0.284, 0.129, -0.325], [-0.185, 0.324, 0.449], [-0.919, 0.782, -0.681], [-1.733, -0.784, -0.897], [-0.495, 0.057, -0.178], [0.341, -0.088, -0.479], [-0.029, 0.226, 0.446], [0.080, 0.314, 0.072], [0.080, 0.218, 0.040], [-1.087, -1.115, -1.414], [1.094, 1.132, 1.822], [0.726, -1.563, -0.649], [0.036, 0.847, -0.209], [0.915, -1.471, -0.506], [-0.175, -0.288, 0.118], [0.384, -1.839, 0.544], [-0.033, -0.674, -0.041], [0.073, -0.727, -0.309], [-0.256, -0.135, -0.251], [-0.382, -0.268, -0.230], [-0.212, -0.156, -0.298], [-0.269, 0.170, -0.362], [-0.426, -0.245, -0.819], [0.048, 0.055, 0.296], [0.020, -0.040, 0.307], [-0.131, -0.127, -0.389], [-0.445, -0.348, -0.284], [0.467, 0.205, 0.225], [0.470, 0.526, 0.387], [-0.380, -0.396, 0.287], [-0.178, 0.084, 0.080], [-0.002, -0.253, 0.233], [-1.405, -0.016, -0.096], [-0.693, 0.611, -0.271], [-0.021, -0.043, 0.365], [0.431, -1.246, -1.378], [0.168, -0.120, -0.054], [-1.124, -0.585, -1.263], [-0.644, -0.361, 0.282], [-1.050, 0.902, -2.031], [-0.172, -1.237, -0.047], [-0.044, -0.068, 0.162], [0.689, 0.212, 1.171], [0.007, -0.354, 0.143], [-1.195, 1.219, -0.112], [-0.253, -0.106, 0.958], [0.099, 0.366, -0.243], [-0.561, 0.080, 0.136], [0.004, -0.064, 0.023], [1.856, 2.109, 1.446], [0.225, 0.354, 0.252], [0.443, 0.846, 1.047], [0.453, 0.323, 0.463], [-1.320, -0.138, 0.848], [-1.352, -0.141, 1.359], [-0.303, -0.073, -0.233], [2.944, 0.794, 1.624], [-0.237, -0.222, 0.322], [0.110, 0.063, -0.249], [0.229, 0.240, 0.571], [-0.457, -0.052, -0.050], [0.006, 0.922, 0.700], [-1.204, -0.673, -1.562], [0.115, -0.112, -0.433], [-0.143, -0.650, -0.702], [-0.548, 0.593, -0.261], [0.570, 0.009, 0.488], [0.266, 0.828, -0.769], [0.056, 0.013, -0.200], [0.834, -0.415, 0.721], [0.598, -0.173, -1.348], [0.122, 0.551, -0.409], [-0.306, -0.293, 0.416], [0.476, 1.863, -1.494], [0.375, 0.295, -0.138], [-1.261, -0.514, 0.271], [1.275, -0.101, 0.221], [-0.339, 0.246, -0.231], [0.337, 0.380, 0.173], [0.349, -0.060, -0.538], [0.784, 0.751, -0.176]]
}


So what do the calculations give for energy above the lowest of the compared OMol25 structures with the same formula, charge and spin? Going down the list: 70.1 76.2 kcal/mol.